Computed, not measured: an isolated ion of composition C4H8N3 and charge +1, with ωB97M-V with the def2-TZVPD basis set.

```
15
Properties=species:S:1:pos:R:3:forces:R:3
C -0.576982 -1.633526 -0.224437 -1.07 0.59 0.82
C -0.958978 -0.984139 1.051948 -2.40 -0.07 2.27
C -0.063602 0.860996 -0.863257 -4.95 2.30 3.38
C -0.315632 -0.111534 0.125849 1.14 0.28 -3.94
N 0.935955 0.789054 0.059550 1.59 -4.73 4.62
N 0.224112 1.085457 -2.078148 3.19 1.67 -5.44
N 1.183276 1.038579 1.366255 -1.45 1.79 -0.27
H 0.191942 -2.318104 -0.175710 1.57 -1.33 -0.14
H -1.447032 -1.850478 -0.849438 0.70 0.43 -0.40
H -2.022156 -0.940253 1.398362 0.64 0.44 -1.00
H -0.437764 -1.218510 1.961598 0.96 -0.10 0.03
H 1.127698 1.646266 -2.287531 -2.31 -1.59 0.31
H -0.325595 0.740069 -2.843776 -0.11 0.21 -0.15
H 0.397286 1.475490 1.949532 1.35 -1.04 -0.84
H 2.087471 1.420635 1.409203 1.16 1.16 0.76
```
Positions in Å, forces in eV/Å.

* LUMO (alpha / beta): -2.696 / -7.516 eV
* E_HOMO (alpha / beta): -10.65 / -14.66 eV
* <S²>: 2.01
* max |F|: 0.1321 Eh/bohr
* multiplicity: 3
* total charge: +1
* ΔE to the lowest compared entry with this formula, charge and spin: 470.6 kJ/mol
* gap between HOMO and LUMO (alpha / beta): 7.95 / 7.15 eV

Charges computed using Löwdin, reported in e: atom 1 (C): 0.0489, atom 2 (C): -0.0842, atom 3 (C): -0.3222, atom 4 (C): -0.2078, atom 5 (N): 0.0934, atom 6 (N): 0.1777, atom 7 (N): 0.1684, atom 8 (H): 0.0922, atom 9 (H): 0.1335, atom 10 (H): 0.1498, atom 11 (H): 0.1233, atom 12 (H): 0.1916, atom 13 (H): 0.1300, atom 14 (H): 0.1944, atom 15 (H): 0.1110